# C60H180N30O10P10

10 unconnected molecules or ions with the total composition C60H180N30O10P10 at a distorted geometry (ωB97M-V/def2-TZVPD, the OMol25 dataset).

XYZ file:
```
290
Properties=species:S:1:pos:R:3:mulliken_charge:R:1
C -7.17160 -0.60426 -2.92887 -1.022
N -7.78808 0.67583 -2.66139 0.345
C -9.24346 0.59979 -2.42061 -1.068
P -6.97829 2.14905 -2.53172 0.388
O -7.73744 3.28025 -1.90511 -0.909
N -5.64948 1.91689 -1.57358 0.962
C -4.55289 2.83263 -1.68136 -0.954
C -5.74447 1.09602 -0.34991 -1.069
N -6.36888 2.42348 -4.09093 0.280
C -5.38750 1.55200 -4.79482 -0.893
C -6.71414 3.59692 -4.92539 -1.082
H -7.63910 -0.90507 -3.86645 0.411
H -7.43214 -1.23507 -2.07898 0.461
H -6.08894 -0.71341 -2.99243 0.041
H -9.39141 -0.07729 -1.57932 0.330
H -9.78533 0.21371 -3.28399 0.318
H -9.68772 1.56190 -2.16552 0.350
H -4.21698 2.85117 -2.71814 0.189
H -4.86813 3.79839 -1.28636 0.414
H -3.67188 2.38240 -1.22396 -0.194
H -4.95941 0.36010 -0.17614 0.050
H -5.74011 1.74614 0.52498 0.468
H -6.66070 0.50570 -0.33758 0.333
H -5.90429 0.83521 -5.43297 0.346
H -4.71890 2.16909 -5.39504 0.594
H -4.72623 1.00888 -4.11966 -0.100
H -7.71229 3.56598 -5.36226 0.287
H -6.04840 3.75004 -5.77477 0.361
H -6.54387 4.45854 -4.27986 0.379
C -5.92904 -8.54945 -0.25154 -1.283
N -5.29769 -7.84002 -1.36332 0.306
C -5.62854 -8.24385 -2.74982 -1.010
P -4.37673 -6.35784 -1.17104 0.228
O -3.62113 -5.89137 -2.39228 -0.856
N -5.45990 -5.11621 -0.64521 0.354
C -6.64440 -5.32675 0.24043 -0.927
C -5.47055 -3.82434 -1.33281 -1.355
N -3.34754 -6.59115 0.17286 0.475
C -2.95667 -5.53211 1.08526 -1.136
C -2.36426 -7.69149 0.18529 -1.364
H -5.67983 -9.60654 -0.34395 0.397
H -7.01293 -8.52132 -0.36335 0.436
H -5.66809 -8.25844 0.76596 0.316
H -6.69112 -8.47857 -2.68707 0.305
H -5.07053 -9.09826 -3.13285 0.277
H -5.37358 -7.46379 -3.46717 0.328
H -6.39750 -5.25579 1.29973 0.243
H -7.28766 -4.47537 0.01799 0.404
H -7.16368 -6.25208 -0.00898 0.274
H -6.02894 -3.03249 -0.83353 0.496
H -4.54936 -3.39456 -1.72624 0.374
H -5.97529 -3.94028 -2.29192 0.460
H -2.48323 -6.02130 1.93652 0.488
H -2.28698 -4.76890 0.68885 0.385
H -3.81557 -4.94309 1.40688 0.222
H -1.82522 -7.72660 -0.76144 0.418
H -2.87768 -8.64643 0.29749 0.302
H -1.65723 -7.65815 1.01421 0.475
C -5.25611 1.97903 3.51117 -0.931
N -5.05697 2.36847 4.97919 0.632
C -6.25962 2.11086 5.79623 -1.112
P -3.57754 3.01894 5.50156 -0.106
O -2.39242 2.20755 5.02087 -0.403
N -3.41788 4.61586 4.85037 0.439
C -4.53112 5.43734 4.52854 -0.981
C -2.15688 5.33729 4.70115 -1.106
N -3.77969 3.30410 7.24021 0.260
C -3.39610 2.25690 8.12811 -0.520
C -4.21057 4.58152 7.86061 -0.871
H -4.34460 2.16735 2.94392 -0.204
H -6.10265 2.58585 3.18985 0.499
H -5.50157 0.92820 3.35753 0.539
H -7.18228 2.58985 5.46853 0.261
H -5.98462 2.32064 6.82990 0.318
H -6.44885 1.04438 5.91833 0.356
H -4.23554 6.31425 3.95256 0.432
H -5.24432 4.84315 3.95723 0.188
H -5.07091 5.74851 5.42291 0.213
H -1.37931 4.73388 5.16953 0.201
H -1.86981 5.52147 3.66588 0.218
H -2.27415 6.27661 5.24153 0.516
H -2.36608 1.93580 7.97300 -0.026
H -3.42422 2.51688 9.18628 0.356
H -3.95957 1.34084 7.95084 0.032
H -3.61237 5.46166 7.62477 0.243
H -4.20799 4.41574 8.93793 0.332
H -5.21760 4.80723 7.50983 0.315
C 5.06234 0.66490 -3.49647 -0.771
N 5.86249 1.31208 -2.50418 0.819
C 6.69874 0.42385 -1.63832 -1.211
P 6.72105 2.79903 -2.68717 -0.223
O 8.19000 2.71221 -2.48840 -0.871
N 6.22381 3.46588 -4.19328 0.226
C 4.86682 3.42853 -4.74919 -0.346
C 7.31199 3.67225 -5.28586 -1.167
N 6.06917 3.89936 -1.55442 0.604
C 4.73016 3.72513 -0.94680 -0.203
C 6.78400 5.10057 -1.12045 -1.178
H 4.14026 1.22867 -3.63800 -0.111
H 4.81484 -0.33613 -3.14321 0.288
H 5.56407 0.62450 -4.46329 0.491
H 7.58554 0.06828 -2.16297 0.402
H 6.15707 -0.48448 -1.37443 0.263
H 6.86155 0.80549 -0.63038 0.284
H 4.77209 4.26856 -5.43729 0.416
H 4.73951 2.45777 -5.22827 0.452
H 4.19107 3.58899 -3.90912 -0.497
H 7.27837 4.71159 -5.61255 0.349
H 8.32794 3.52594 -4.91908 0.352
H 7.11524 2.91800 -6.04776 0.333
H 4.68322 2.69799 -0.58501 0.153
H 4.57926 4.49052 -0.18554 0.342
H 3.95988 3.87257 -1.70379 -0.185
H 6.67482 5.38064 -0.07272 0.335
H 6.44224 5.99726 -1.63741 0.364
H 7.86616 5.06458 -1.24583 0.330
C -2.86107 -0.50877 -1.93822 -0.753
N -2.00346 -0.45491 -0.73135 1.335
C -2.01562 -1.64280 0.12268 -1.734
P -0.72782 0.69870 -0.59865 -0.090
O -0.84912 1.78219 -1.63593 -0.476
N -0.87938 1.18404 1.03625 0.488
C -0.34981 0.37121 2.11557 -0.720
C -1.84084 2.21922 1.52207 -1.125
N 0.74042 -0.26582 -0.79095 1.002
C 0.90250 -1.37172 -1.77800 -0.656
C 1.97493 0.44660 -0.41975 -1.348
H -3.80684 -0.96951 -1.65300 0.024
H -2.43386 -1.26518 -2.59657 0.307
H -2.86369 0.48808 -2.37911 -0.123
H -1.01552 -1.79330 0.52918 0.525
H -2.37060 -2.47432 -0.48613 0.550
H -2.81928 -1.60122 0.85787 0.148
H -0.93726 -0.53268 2.27677 0.154
H 0.70803 0.12560 2.02205 0.109
H -0.47293 0.86278 3.08060 0.231
H -2.76459 1.70317 1.78377 0.622
H -1.55033 2.63082 2.48866 0.386
H -2.04839 2.95851 0.74847 0.028
H 1.21098 -0.95629 -2.73736 -0.416
H 1.60036 -2.14427 -1.45511 0.615
H -0.02645 -1.90949 -1.96761 -0.014
H 2.51851 0.77523 -1.30553 -0.039
H 2.60033 -0.25793 0.12854 0.580
H 1.74328 1.29636 0.22239 0.287
C -0.29340 -2.85637 9.73445 -1.161
N 0.13292 -2.15728 8.52618 0.383
C 1.03674 -2.88705 7.64747 -1.034
P -0.49695 -0.53514 8.35778 -0.025
O -1.13450 0.02176 9.56933 -0.836
N 0.86493 0.41196 7.75277 0.905
C 2.19398 0.15521 8.32134 -1.529
C 0.53482 1.81984 7.54754 -0.501
N -1.47564 -0.80139 6.95364 0.826
C -0.93661 -1.01743 5.59614 -0.506
C -2.90836 -0.99122 7.12910 -1.228
H 0.26786 -2.48320 10.59108 0.298
H -0.22001 -3.93208 9.57457 0.407
H -1.35180 -2.70380 9.94566 0.282
H 0.57193 -3.72411 7.12653 0.340
H 1.96469 -3.18890 8.13315 0.388
H 1.36614 -2.30715 6.78532 0.176
H 2.45200 -0.85024 7.98879 0.231
H 2.89738 0.94673 8.06280 0.556
H 2.07232 0.33835 9.38893 0.431
H 1.23476 2.20874 6.80799 0.324
H -0.44477 2.06309 7.13604 -0.327
H 0.67664 2.34807 8.49039 0.350
H 0.06841 -0.64037 5.40677 -0.085
H -0.96857 -2.08143 5.36164 0.324
H -1.62413 -0.60348 4.85854 0.146
H -3.50366 -0.63414 6.28873 0.229
H -3.30996 -0.45216 7.98713 0.369
H -3.16915 -2.04202 7.25525 0.373
C 5.34183 -2.07166 3.04314 -0.974
N 6.13850 -0.84402 2.97241 0.275
C 7.08623 -1.06717 1.87726 -1.049
P 5.37038 0.63335 3.24597 0.386
O 4.38122 0.99419 2.16738 -0.667
N 4.76875 0.49639 4.83373 0.282
C 5.48462 0.04901 6.01868 -0.777
C 3.28653 0.39896 4.96419 -0.703
N 6.62989 1.81524 3.33020 0.244
C 7.87154 1.57241 4.08521 -1.170
C 6.61691 2.95455 2.44230 -0.761
H 4.68161 -2.08093 3.91038 0.184
H 6.06552 -2.87350 3.18955 0.420
H 4.69299 -2.20291 2.17719 0.233
H 7.63890 -0.17405 1.58572 0.383
H 6.62531 -1.52969 1.00448 0.176
H 7.88367 -1.72348 2.22575 0.429
H 6.53806 0.24711 5.82089 0.208
H 5.18489 0.46962 6.97855 0.270
H 5.46762 -1.03962 6.07063 0.325
H 2.96354 -0.64148 4.99994 0.288
H 3.00468 0.89464 5.89315 0.115
H 2.66338 0.93328 4.24706 0.115
H 8.76563 1.99680 3.62849 0.357
H 7.86918 2.01252 5.08240 0.311
H 7.99677 0.49594 4.20193 0.447
H 7.60121 3.33639 2.17128 0.367
H 6.13335 3.84834 2.83655 0.325
H 6.12323 2.71877 1.49955 -0.050
C 0.69653 -2.58749 -5.26798 -0.480
N 1.52467 -1.47248 -5.60650 0.599
C 2.93690 -1.73036 -5.25544 -0.713
P 1.07567 -0.31107 -6.82258 0.245
O 1.75253 -0.55233 -8.11033 -0.933
N -0.64552 -0.33188 -6.88838 0.363
C -1.56895 0.11861 -5.83411 -0.520
C -1.18501 -0.81360 -8.11267 -1.155
N 1.37756 1.27703 -6.15430 0.325
C 1.06297 2.45035 -6.91329 -0.959
C 1.65804 1.50946 -4.76195 1.026
H 1.04897 -3.20908 -4.44487 -0.200
H 0.58437 -3.34447 -6.04419 0.308
H -0.23238 -2.17784 -4.87123 0.136
H 3.40182 -2.48693 -5.88755 0.381
H 2.91374 -2.11362 -4.23531 0.117
H 3.60555 -0.87358 -5.33877 0.174
H -1.17473 1.09634 -5.55713 0.045
H -2.59639 0.17138 -6.19425 0.591
H -1.33652 -0.51136 -4.97550 -0.149
H -1.92276 -1.57091 -7.84751 0.335
H -1.73607 -0.00152 -8.58698 0.345
H -0.39659 -1.28393 -8.70028 0.363
H 0.82100 2.24160 -7.95538 0.363
H 0.25371 3.01348 -6.44843 0.251
H 1.98836 3.01569 -7.02351 0.342
H 0.90910 2.17155 -4.32740 -0.110
H 2.57663 2.09559 -4.78893 -0.480
H 1.77201 0.61734 -4.14613 -0.684
C 1.93853 -8.18100 -1.90722 -0.934
N 1.87482 -6.74348 -1.85964 0.457
C 0.55144 -6.12294 -1.51231 -0.931
P 3.10335 -5.70304 -2.43361 -0.950
O 2.59541 -4.33357 -2.68884 -0.239
N 4.34710 -5.80374 -1.30398 0.396
C 4.90996 -6.96359 -0.76486 -0.980
C 5.14188 -4.53843 -1.09129 -1.074
N 3.80771 -6.38691 -3.85068 0.454
C 4.15117 -5.53358 -4.97097 -0.627
C 4.31109 -7.77883 -3.99216 -1.253
H 2.85728 -8.51480 -1.42496 0.248
H 2.04968 -8.58469 -2.91358 0.306
H 1.07205 -8.68656 -1.48092 0.327
H 0.54161 -5.08473 -1.18048 0.073
H 0.11212 -6.69228 -0.69319 0.333
H -0.09103 -6.27213 -2.38011 0.472
H 4.25362 -7.67791 -0.26781 0.291
H 5.50752 -7.55287 -1.46040 0.286
H 5.56465 -6.71548 0.07056 0.443
H 4.52257 -3.81696 -0.55833 0.282
H 6.11829 -4.63811 -0.61718 0.472
H 5.35399 -4.13370 -2.08089 0.303
H 4.16287 -6.16368 -5.86032 0.411
H 3.39103 -4.77719 -5.16630 -0.081
H 5.13128 -5.09340 -4.78733 0.265
H 5.36738 -7.76439 -4.26076 0.294
H 3.69332 -8.15519 -4.80752 0.448
H 4.18996 -8.38055 -3.09140 0.463
C 1.02834 4.38856 -0.73049 -0.743
N 1.18277 5.80847 -1.00131 0.450
C 2.28205 6.38913 -0.23559 -1.221
P 0.29081 6.71073 -2.24973 0.641
O 0.31884 8.16305 -2.12286 -0.830
N 0.96568 6.15953 -3.77271 0.154
C 0.29827 6.50527 -5.04713 -1.056
C 2.29960 5.54154 -3.95458 -0.287
N -1.30025 6.08388 -2.12090 0.197
C -2.12586 6.36783 -0.94574 -1.142
C -1.78876 4.98105 -2.90412 -0.201
H 0.38543 4.18221 0.12519 0.525
H 1.98255 3.88773 -0.56691 -0.031
H 0.55605 3.84667 -1.54988 -0.182
H 3.02253 6.74006 -0.95437 0.340
H 2.83097 5.64375 0.33989 0.419
H 1.96403 7.23568 0.37294 0.316
H 0.65600 5.81891 -5.81462 0.343
H -0.77379 6.41691 -4.87111 0.372
H 0.65429 7.48663 -5.36063 0.284
H 2.84738 6.09236 -4.71920 0.461
H 2.83719 5.63172 -3.01067 0.064
H 2.14453 4.54476 -4.36746 -0.130
H -3.15449 6.04239 -1.10100 0.425
H -1.73326 5.72234 -0.16004 0.283
H -2.12177 7.44589 -0.78490 0.315
H -2.62237 5.29774 -3.53094 0.299
H -2.12296 4.15050 -2.28236 -0.261
H -0.97617 4.52203 -3.46723 0.138
```

SMILES: CN(C)P(=O)(N(C)C)N(C)C.CN(C)P(=O)(N(C)C)N(C)C.CN(C)P(=O)(N(C)C)N(C)C.CN(C)P(=O)(N(C)C)N(C)C.CN(C)P(=O)(N(C)C)N(C)C.CN(C)P(=O)(N(C)C)N(C)C.CN(C)P(=O)(N(C)C)N(C)C.CN(C)P(=O)(N(C)C)N(C)C.CN(C)P(=O)(N(C)C)N(C)C.CN(C)P(=O)(N(C)C)N(C)C
ΔE to the lowest compared entry with this formula, charge and spin (kcal/mol): 154.79
Max |F| (eV Å⁻¹): 3.9
LUMO energy (eV): 0.12